Molecular formula: C2H3NS2
Method: DFT, ωB97M-V/def2-TZVPD

Structure (ORCA input):
```
! RIJCOSX wB97M-V def2-TZVPD def2/J DEFGRID3
* xyz 0 1
C 0.6185 -0.3400 -0.0498
C 0.5642 0.9554 0.7423
H -2.3873 -1.8300 -1.0843
H 1.6531 -0.2975 -0.3732
H -0.4299 1.4596 1.1962
N -0.2156 -1.0925 -0.7883
S -1.6752 -0.8392 -0.3606
S 1.8723 1.9842 0.7177
*
```

The calculation puts the total energy at -929.0219 a.u. Its HOMO energy is -8.8 eV. The relative energy (zero: lowest compared OMol25 entry of this formula, charge and spin) comes out at 59.9 kcal/mol. As for the frontier orbital gap: 7.2 eV. The maximum force comes out at 6.30 eV/Å.